[1]
ORCA calculation (ωB97M-V with the def2-TZVPD basis set) on a 2-piece molecular cluster, C3H8N3 overall at a distorted geometry.

Values from the calculation:
- Strongest force on any atom: 5.6 eV Å⁻¹
- Energy above the lowest of the compared OMol25 structures with the same formula, charge and spin: 108.4 kcal/mol
- Total charge: +1
- HOMO-LUMO gap: 10.018 eV
- HOMO: -15.2 eV
- E_LUMO: -5.18 eV

Last columns: bonded neighbours and bond lengths (Å).
Geometry (Å):
1 C -0.804 -2.314 2.269  N4 1.178, H8 1.033
2 C -0.022 0.913 1.334  N5 1.258, N6 1.394, H9 1.142
3 C 2.219 -0.588 -1.482  H7 1.153, H10 1.040, H11 1.136, H12 1.089
4 N -0.416 -1.211 2.127  C1 1.178, N5 1.245
5 N 0.248 -0.277 1.641  C2 1.258, N4 1.245
6 N -1.196 1.656 1.451  C2 1.394, H13 1.005, H14 1.059
7 H 2.947 0.267 -1.223  C3 1.153
8 H -1.345 -3.162 2.507  C1 1.033
9 H 0.934 1.455 1.025  C2 1.142
10 H 1.275 -0.412 -1.080  C3 1.040
11 H 2.592 -1.517 -0.944  C3 1.136
12 H 2.177 -0.788 -2.551  C3 1.089
13 H -2.071 1.188 1.610  N6 1.005
14 H -1.060 2.538 0.881  N6 1.059

---

[2]
ORCA calculation (ωB97M-V with the def2-TZVPD basis set) on an isolated ion of composition C3H8N3 and charge +1 at a distorted geometry.

Values from the calculation:
- Strongest force on any atom: 5.4 eV Å⁻¹
- Energy above the lowest of the compared OMol25 structures with the same formula, charge and spin: 131.7 kcal/mol
- Total charge: +1
- HOMO-LUMO gap (alpha / beta): 8.928 / 8.927 eV
- HOMO (alpha / beta): -13.9 / -13.9 eV
- E_LUMO (alpha / beta): -4.95 / -4.95 eV

Last columns: bonded neighbours and bond lengths (Å).
Geometry (Å):
1 C 1.923 -0.096 0.211  C2 1.458, N4 1.233, H7 1.079
2 C 1.117 -1.192 -0.314  C1 1.458, H8 1.007, H9 1.076
3 C 0.233 1.435 -0.341  N4 1.479, N5 1.448, H10 1.142, H11 1.111
4 N 1.560 1.082 0.209  C1 1.233, C3 1.479
5 N -0.473 0.225 -0.710  C3 1.448, N6 1.474
6 N -1.523 -0.128 0.263  N5 1.474, H12 1.036, H13 0.985, H14 1.055
7 H 2.950 -0.311 0.463  C1 1.079
8 H 1.129 -1.342 -1.310  C2 1.007
9 H 0.609 -1.864 0.356  C2 1.076
10 H -0.159 2.120 0.484  C3 1.142
11 H 0.548 1.951 -1.274  C3 1.111
12 H -1.155 0.179 1.182  N6 1.036
13 H -1.604 -1.104 0.160  N6 0.985
14 H -2.399 0.395 -0.003  N6 1.055

---

[3]
ORCA calculation (ωB97M-V with the def2-TZVPD basis set) on a 2-piece molecular cluster, C3H8N3 overall at a distorted geometry.

Values from the calculation:
- Strongest force on any atom: 6.4 eV Å⁻¹
- Energy above the lowest of the compared OMol25 structures with the same formula, charge and spin: 128.1 kcal/mol
- Total charge: +1
- HOMO-LUMO gap: 10.394 eV
- HOMO: -15.0 eV
- E_LUMO: -4.56 eV

Last columns: bonded neighbours and bond lengths (Å).
Geometry (Å):
1 C 0.507 -0.675 1.190  C2 1.538, N4 1.428, H7 1.078
2 C 0.187 0.029 -0.138  C1 1.538, C3 1.445, N5 1.436, N6 1.606
3 C -0.212 -0.733 -1.299  C2 1.445, H9 1.033, H10 1.116, H11 1.126
4 N 1.856 -0.284 0.930  C1 1.428, N5 1.267
5 N 1.585 0.360 -0.127  C2 1.436, N4 1.267
6 N -0.591 1.373 0.271  C2 1.606, H12 1.032, H13 0.970, H14 1.031
7 H -0.029 -0.380 2.078  C1 1.078
8 H 0.053 -2.075 1.068  no bonds
9 H -0.344 -1.727 -1.052  C3 1.033
10 H 0.364 -0.537 -2.234  C3 1.116
11 H -1.189 -0.387 -1.737  C3 1.126
12 H -0.524 2.068 -0.489  N6 1.032
13 H -0.091 1.766 1.003  N6 0.970
14 H -1.572 1.202 0.535  N6 1.031

---

[4]
ORCA calculation (ωB97M-V with the def2-TZVPD basis set) on an isolated ion of composition C3H8N3O and charge +1 at a distorted geometry.

Values from the calculation:
- Strongest force on any atom: 6.9 eV Å⁻¹
- Energy above the lowest of the compared OMol25 structures with the same formula, charge and spin: 61.1 kcal/mol
- Total charge: +1
- HOMO-LUMO gap: 10.486 eV
- HOMO: -13.5 eV
- E_LUMO: -3.01 eV

Last columns: bonded neighbours and bond lengths (Å).
Geometry (Å):
1 N 1.192 1.787 0.628  C2 1.332, H8 1.023, H9 1.117
2 C 0.330 0.825 0.303  N1 1.332, N3 1.356, N6 1.422
3 N -1.025 0.846 0.374  C2 1.356, C4 1.466, H10 0.946
4 C -1.584 -0.467 0.037  N3 1.466, C5 1.576, H11 1.200, H12 1.110
5 C -0.376 -1.242 -0.613  C4 1.576, N6 1.491, H13 1.086, H14 1.095
6 N 0.794 -0.436 -0.162  C2 1.422, C5 1.491, O7 1.316
7 O 2.061 -0.718 -0.384  N6 1.316, H15 0.920
8 H 0.883 2.731 0.876  N1 1.023
9 H 2.247 1.511 0.388  N1 1.117
10 H -1.578 1.600 0.509  N3 0.946
11 H -2.525 -0.518 -0.707  C4 1.200
12 H -1.912 -1.061 0.916  C4 1.110
13 H -0.106 -2.243 -0.289  C5 1.086
14 H -0.567 -0.999 -1.664  C5 1.095
15 H 2.164 -1.616 -0.212  O7 0.920

---

Question: Number 4 is which compound?
Answer: C3H8N3O

---

Repeat the fourth record exactly.
ORCA calculation (ωB97M-V with the def2-TZVPD basis set) on an isolated ion of composition C3H8N3O and charge +1 at a distorted geometry.

Values from the calculation:
- Strongest force on any atom: 6.9 eV Å⁻¹
- Energy above the lowest of the compared OMol25 structures with the same formula, charge and spin: 61.1 kcal/mol
- Total charge: +1
- HOMO-LUMO gap: 10.486 eV
- HOMO: -13.5 eV
- E_LUMO: -3.01 eV

Last columns: bonded neighbours and bond lengths (Å).
Geometry (Å):
1 N 1.192 1.787 0.628  C2 1.332, H8 1.023, H9 1.117
2 C 0.330 0.825 0.303  N1 1.332, N3 1.356, N6 1.422
3 N -1.025 0.846 0.374  C2 1.356, C4 1.466, H10 0.946
4 C -1.584 -0.467 0.037  N3 1.466, C5 1.576, H11 1.200, H12 1.110
5 C -0.376 -1.242 -0.613  C4 1.576, N6 1.491, H13 1.086, H14 1.095
6 N 0.794 -0.436 -0.162  C2 1.422, C5 1.491, O7 1.316
7 O 2.061 -0.718 -0.384  N6 1.316, H15 0.920
8 H 0.883 2.731 0.876  N1 1.023
9 H 2.247 1.511 0.388  N1 1.117
10 H -1.578 1.600 0.509  N3 0.946
11 H -2.525 -0.518 -0.707  C4 1.200
12 H -1.912 -1.061 0.916  C4 1.110
13 H -0.106 -2.243 -0.289  C5 1.086
14 H -0.567 -0.999 -1.664  C5 1.095
15 H 2.164 -1.616 -0.212  O7 0.920